Entry 1:
Computed, not measured: one molecule with the formula C3H5NO2S, with ωB97M-V/def2-TZVPD.

Element x y z (Å)
C1 -2.2692 1.1693 -0.0172
C2 -1.7756 -0.3580 -0.0378
O1 -2.4330 -1.3772 -0.0654
N1 -0.4068 -0.4984 0.2287
O2 0.1785 0.7470 0.0853
C3 1.6063 0.8477 -0.0263
S1 2.5622 -0.4245 -0.0142
H1 -2.3785 1.7394 0.9510
H2 -1.8439 1.8519 -0.8090
H3 -3.3702 1.1674 -0.3173
H4 0.1316 -1.2584 -0.4747
H5 1.9806 1.8672 -0.3956

Atoms 1-3, force components in eV/Å:
-2.7 0.1 -1.1
-0.6 0.7 1.3
0.0 1.4 -0.5

The energy above the lowest of the compared OMol25 structures with the same formula, charge and spin is 326.90 kJ/mol. The HOMO energy comes out at -0.356 Ha. The SMILES is CC(=O)NOC=S. The LUMO energy is -0.2811 eV. The calculation puts the frontier orbital gap at 0.34601 Ha. As for the charge: 0. The largest force on an atom is 4.22 eV Å⁻¹. For the energy, the calculation gives -720.6220 a.u.

***

Entry 2:
Computed, not measured: an isolated ion of composition C5H8N and charge +1, with ωB97M-V/def2-TZVPD.

Element x y z (Å)
C1 -1.5586 0.0376 -0.1099
C2 -1.6374 -1.2884 -0.3326
C3 -1.8465 1.3571 -0.1656
C4 -0.5376 -0.7886 0.4750
C5 1.7237 0.1498 0.1088
N1 0.7393 -0.9534 -0.2057
H1 -1.0973 2.1557 -0.5584
H2 -2.8537 1.7464 0.0111
H3 -0.5711 -0.9093 1.4958
H4 1.6991 0.0620 1.1367
H5 2.6577 -0.0370 -0.3994
H6 1.5317 1.2362 -0.2226
H7 1.2336 -1.8184 -0.1063
H8 0.5173 -0.9498 -1.1271

Atoms 1-3, force components in eV/Å:
-2.0 2.9 -0.2
-0.6 -0.5 -0.4
0.7 1.0 -1.3

The energy above the lowest of the compared OMol25 structures with the same formula, charge and spin is 655.61 kJ/mol. The HOMO energy (spin up / spin down) comes out at -0.508 / -0.508 Ha. The LUMO energy (spin up / spin down) is -6.0191 / -6.0099 eV. The calculation puts the frontier orbital gap (spin up / spin down) at 0.28640 / 0.28714 Ha. As for the charge: +1. The largest force on an atom is 4.06 eV Å⁻¹. For the energy, the calculation gives -249.5754 a.u.

***

Entry 3:
Computed, not measured: C4H13N3O as an isolated structure, with ωB97M-V/def2-TZVPD.

Element x y z (Å)
C1 -0.7411 -0.7883 -0.7111
C2 -2.1633 -0.9596 -0.2906
O1 0.5101 -1.4379 1.2590
H1 0.8393 -2.3096 1.0042
H2 -0.2486 -1.7428 -0.8488
H3 -0.6510 -0.2599 -1.6589
H4 -2.3163 -1.7264 0.4642
H5 -2.7746 -1.2329 -1.1622
H6 -2.5687 -0.0152 0.0817
C3 -0.2882 1.3585 1.0964
N1 0.3289 0.6874 -0.0469
N2 0.5701 1.5985 -1.1200
C4 1.7435 -0.1321 0.4752
N3 2.5930 -0.6014 -0.3458
H7 1.2251 1.1843 -1.7773
H8 1.0255 2.4601 -0.8185
H9 2.1612 -0.9060 -1.2193
H10 2.0615 0.2283 1.4499
H11 -0.5776 0.6129 1.8336
H12 0.4278 2.0485 1.5576
H13 -1.1567 1.9335 0.7777

Atoms 1-3, force components in eV/Å:
0.9 1.6 -1.8
-0.2 0.7 0.7
0.4 0.8 0.0

The energy above the lowest of the compared OMol25 structures with the same formula, charge and spin is 633.17 kJ/mol. The HOMO energy comes out at -0.296 Ha. The LUMO energy is 0.6714 eV. The calculation puts the frontier orbital gap at 0.32111 Ha. As for the charge: 0. The largest force on an atom is 2.92 eV Å⁻¹. For the energy, the calculation gives -399.5061 a.u.

***

Entry 4:
Computed, not measured: C13H31AsBrCuN2OS4Si as an isolated structure, with ωB97M-V/def2-TZVPD.

Element x y z (Å)
Cu1 1.3986 -2.8099 -1.9935
S1 2.1042 -3.0622 -6.4929
As1 1.9419 -3.5861 -4.4407
S2 3.2817 -2.3012 -3.1770
S3 -0.0862 -3.1723 -3.6253
S4 2.4284 -5.6754 -4.1325
C1 -3.1191 0.1005 -0.3088
C2 -2.1901 1.3218 -0.4408
C3 -2.9847 2.5784 -0.0497
C4 -1.8300 1.4152 -1.9354
Si1 -0.5985 1.0904 0.6259
Br1 0.2141 -0.8842 -0.0810
C5 0.8335 2.3298 0.2460
C6 2.1216 1.9125 0.9780
C7 0.4916 3.7720 0.6560
C8 1.1776 2.3176 -1.2559
C9 -0.9513 0.8565 2.5186
C10 -1.9907 -0.2567 2.7377
C11 0.3266 0.4249 3.2598
C12 -1.4783 2.1348 3.1939
H1 -3.9248 0.1993 -1.0468
H2 -3.5849 0.0274 0.6723
H3 -2.5945 -0.8356 -0.5178
H4 -3.8478 2.6814 -0.7214
H5 -2.3894 3.4921 -0.1378
H6 -3.3717 2.5218 0.9722
H7 -2.7524 1.3173 -2.5211
H8 -1.1543 0.6154 -2.2578
H9 -1.3860 2.3743 -2.1947
H10 2.0630 2.0731 2.0537
H11 2.9483 2.5274 0.6009
H12 2.3774 0.8661 0.7934
H13 0.3376 3.8719 1.7343
H14 -0.4026 4.1459 0.1486
H15 1.3257 4.4322 0.3811
H16 1.3171 1.3048 -1.6483
H17 2.1232 2.8560 -1.3987
H18 0.4272 2.8225 -1.8593
H19 -1.7553 -1.1625 2.1713
H20 -2.9974 0.0673 2.4737
H21 -2.0044 -0.5202 3.8043
H22 0.8377 -0.4028 2.7600
H23 0.0506 0.0898 4.2695
H24 1.0313 1.2476 3.3760
H25 -2.4196 2.4777 2.7573
H26 -0.7607 2.9574 3.1381
H27 -1.6634 1.9319 4.2589
N1 1.9826 -6.2776 -0.6840
C13 2.4849 -4.9894 -0.6786
N2 3.7511 -4.8133 -1.1301
O1 1.7827 -4.0494 -0.3033
H28 2.2577 -6.7560 -1.5339
H29 0.9767 -6.2270 -0.6430
H30 4.0030 -5.4945 -1.8322
H31 3.8403 -3.8786 -1.5392

Atoms 1-3, force components in eV/Å:
-0.1 0.2 0.5
0.0 0.1 -0.1
0.2 -0.2 -0.5

The HOMO energy comes out at -0.017 Ha. The LUMO energy is 3.6883 eV. The calculation puts the frontier orbital gap at 0.15256 Ha. As for the charge: -2. The largest force on an atom is 0.89 eV Å⁻¹. For the energy, the calculation gives -9031.4343 a.u.

***

Entry 5:
Computed, not measured: C6H12O2 as an isolated structure, with ωB97M-V/def2-TZVPD.

Element x y z (Å)
C1 -0.4436 -2.3785 -1.0264
C2 0.6049 -0.0948 -0.5643
C3 1.9548 0.0920 -0.4754
O1 0.1582 -1.5113 -0.0707
O2 -0.0642 0.2477 -1.7129
H1 0.5785 0.4478 -2.4030
H2 0.2189 -2.6140 -1.8629
H3 -1.3445 -1.8879 -1.4083
H4 -0.7066 -3.3067 -0.5208
H5 2.4356 0.8765 -1.0391
H6 2.5362 -0.3593 0.3087
C4 0.1878 1.2537 1.9389
C5 -0.6530 0.7056 0.8109
C6 -1.6989 1.4110 0.3315
H7 -0.7993 -0.5148 0.8609
H8 1.0040 0.5528 2.1190
H9 0.6251 2.2219 1.6956
H10 -0.3791 1.3705 2.8627
H11 -2.3800 1.0282 -0.4135
H12 -1.8347 2.4597 0.5687

Atoms 1-3, force components in eV/Å:
0.0 0.9 -0.3
1.5 -4.1 -2.1
-1.2 0.4 0.7

The energy above the lowest of the compared OMol25 structures with the same formula, charge and spin is 549.14 kJ/mol. The HOMO energy comes out at -0.299 Ha. The LUMO energy is -0.0011 eV. The calculation puts the frontier orbital gap at 0.29929 Ha. As for the charge: 0. The largest force on an atom is 4.86 eV Å⁻¹. For the energy, the calculation gives -386.1110 a.u.

***

Entry 6:
Computed, not measured: C4H10IN2S as an isolated structure, with ωB97M-V/def2-TZVPD.

Element x y z (Å)
C1 -0.6144 -0.7705 0.6776
C2 0.2212 0.3619 0.7473
C3 0.6187 0.0394 -0.6891
C4 -1.9893 -0.4862 0.1770
N1 -0.3187 1.6962 0.9840
N2 1.7585 -0.8941 -0.8043
S1 0.0999 0.7554 -2.2491
I1 2.0318 -0.0079 2.1895
H1 -0.1147 -1.6845 0.7861
H2 -2.3600 -1.3486 -0.5152
H3 -2.0167 0.4166 -0.2755
H4 -2.6660 -0.8068 0.9464
H5 -0.9130 1.7465 1.7606
H6 0.3112 2.4323 1.0106
H7 2.2499 -1.2563 0.0293
H8 2.4208 -0.5641 -1.4733
H9 1.3565 -1.6583 -1.4548
H10 -0.0758 2.0289 -1.8469

Atoms 1-3, force components in eV/Å:
-0.1 1.4 -3.5
2.2 4.3 0.8
-1.2 -0.1 2.6

The energy above the lowest of the compared OMol25 structures with the same formula, charge and spin is 217.03 kJ/mol. The HOMO energy comes out at -0.456 Ha. The LUMO energy is -3.8654 eV. The calculation puts the frontier orbital gap at 0.31354 Ha. As for the charge: +1. The largest force on an atom is 6.45 eV Å⁻¹. For the energy, the calculation gives -963.4298 a.u.

***

Entry 7:
Computed, not measured: C6H14CsO4S as an isolated structure, with ωB97M-V/def2-TZVPD.

Element x y z (Å)
Cs1 -1.6413 2.1441 -0.3690
C1 -0.0983 -3.7654 0.4780
C2 -1.4255 -3.8814 1.2779
C3 -1.9488 -2.4728 1.2638
S1 -0.3829 -1.3992 1.5452
O1 -0.2141 -1.1053 2.9389
O2 -0.2688 -0.3337 0.5084
C4 0.7992 -2.7774 1.1623
H1 -0.2612 -3.4472 -0.5517
H2 0.3151 -4.7462 0.2433
H3 -1.1599 -4.3078 2.2452
H4 -2.0698 -4.6098 0.7855
H5 -2.8461 -2.1965 1.8176
H6 -2.3424 -2.1887 0.2879
H7 1.0677 -3.1793 2.1393
H8 1.6607 -2.2307 0.7791
C5 1.6311 3.7400 -2.1339
C6 0.7765 4.7389 -1.3118
O3 0.4495 4.2149 0.0072
O4 0.9212 2.5307 -2.5845
H9 2.5463 3.4269 -1.6314
H10 1.9248 4.1320 -3.1076
H11 -0.1278 4.9653 -1.8766
H12 1.2974 5.6784 -1.1270
H13 0.0930 4.8665 0.6155
H14 1.3042 2.2039 -3.4019

Atoms 1-3, force components in eV/Å:
0.2 -0.2 -0.1
0.1 -0.9 -1.8
1.3 -0.2 -0.8

The energy above the lowest of the compared OMol25 structures with the same formula, charge and spin is 83.84 kJ/mol. The HOMO energy comes out at -0.479 Ha. The LUMO energy is -2.9391 eV. The calculation puts the frontier orbital gap at 0.37124 Ha. As for the charge: +1. The largest force on an atom is 2.00 eV Å⁻¹. For the energy, the calculation gives -956.0696 a.u.

***

Entry 8:
Computed, not measured: C3H4LaLiO2 as an isolated structure, with ωB97M-V/def2-TZVPD.

Element x y z (Å)
O1 1.3510 0.5918 -1.0290
Li1 -0.9123 -0.5469 1.2917
C1 -0.0163 0.5593 -1.1742
C2 -0.5959 -0.6464 -1.2721
H1 -0.4678 1.5505 -1.1743
H2 -0.0885 -1.5940 -1.4641
H3 -1.6881 -0.6665 -1.2842
La1 3.1416 2.5771 -0.9615
C3 -1.1389 -0.6866 3.6017
O2 -1.2417 -0.7739 4.7157
H4 1.6570 -0.3643 -1.2498

Atoms 1-3, force components in eV/Å:
4.1 -0.2 -0.7
-0.6 -0.4 0.9
-2.3 -1.3 0.3

The HOMO energy comes out at -0.942 Ha. The LUMO energy is -20.0959 eV. The calculation puts the frontier orbital gap at 0.20385 Ha. As for the charge: +4. The largest force on an atom is 4.19 eV Å⁻¹. For the energy, the calculation gives -304.4073 a.u.

***

Entry 9:
Computed, not measured: a 2-piece molecular cluster, H5NO overall, with ωB97M-V/def2-TZVPD.

Element x y z (Å)
N1 -1.1030 0.6698 0.3094
H1 -0.7283 -0.0937 0.8946
H2 -0.5077 0.9157 -0.5043
H3 -1.1382 1.4918 0.9268
H4 1.5836 -0.9449 -1.1843
H5 0.5058 -1.2172 -0.1995
O1 1.3878 -0.8216 -0.2427

Atoms 1-3, force components in eV/Å:
2.9 1.2 1.3
-0.8 -0.5 -0.5
-0.8 -0.7 -0.5

The energy above the lowest of the compared OMol25 structures with the same formula, charge and spin is 34.36 kJ/mol. The HOMO energy (spin up / spin down) comes out at -0.636 / -0.621 Ha. The LUMO energy (spin up / spin down) is -4.6533 / -10.8765 eV. Its spin multiplicity is 2. The calculation puts the frontier orbital gap (spin up / spin down) at 0.46462 / 0.22127 Ha. As for the charge: +1. The largest force on an atom is 3.33 eV Å⁻¹. For the energy, the calculation gives -132.5950 a.u. Its expectation value of S² is 0.754.